(1)
H24O12 | wB97M-V/def2-TZVPD

```
36
Properties=species:S:1:pos:R:3:forces:R:3:nbo_charge:R:1
O -2.878 2.056 0.690 0.473 -0.107 -0.105 -0.971
H -2.334 2.522 0.032 -0.211 -0.382 0.339 0.474
H -2.247 1.466 1.151 -0.483 0.452 -0.109 0.483
O -0.184 -1.268 0.477 0.275 0.406 -0.282 -0.976
H 0.109 -1.125 1.391 -0.258 -0.123 -0.161 0.496
H 0.224 -0.555 -0.037 0.041 -0.258 0.112 0.478
O -1.139 1.130 2.832 0.551 -0.036 -0.007 -0.978
H -0.384 1.562 2.380 -0.338 -0.384 0.258 0.489
H -0.756 0.339 3.248 -0.101 0.340 -0.370 0.478
O 2.088 -0.638 -3.609 -0.131 0.290 -0.008 -0.954
H 1.227 -0.255 -3.370 0.285 -0.084 -0.153 0.479
H 2.714 -0.244 -2.989 -0.078 -0.357 -0.019 0.467
O -1.442 -2.127 -3.129 -0.288 0.243 0.386 -0.948
H -2.396 -2.035 -3.272 0.199 -0.133 0.046 0.482
H -1.373 -2.530 -2.250 0.031 -0.057 -0.179 0.493
O -0.568 0.574 -3.017 -0.350 -0.438 0.330 -1.008
H -0.878 -0.349 -2.802 0.189 0.690 -0.380 0.518
H -1.134 0.846 -3.751 0.156 -0.122 0.026 0.485
O 3.175 -3.207 1.770 -0.168 0.171 0.122 -0.934
H 3.451 -2.951 2.658 -0.048 -0.059 -0.133 0.459
H 2.301 -2.811 1.647 0.175 -0.137 -0.013 0.475
O -3.037 -1.677 0.494 0.474 0.118 -0.344 -0.969
H -3.181 -1.198 1.318 0.013 0.064 -0.169 0.469
H -2.151 -1.382 0.190 -0.534 -0.233 0.596 0.489
O 1.212 2.108 1.263 -0.289 0.326 -0.607 -0.997
H 0.776 2.301 0.391 -0.036 -0.150 0.817 0.505
H 1.315 2.970 1.691 0.115 -0.216 -0.139 0.485
O 2.625 0.539 -0.900 -0.346 0.323 0.138 -0.957
H 2.326 0.941 -0.066 0.305 -0.057 -0.198 0.489
H 2.394 1.189 -1.579 0.031 -0.047 0.261 0.462
O -0.534 2.620 -0.892 0.578 0.335 -1.006 -0.983
H -0.524 2.156 -1.766 -0.103 -0.177 0.696 0.521
H -0.253 3.524 -1.107 -0.238 -0.205 0.075 0.480
O 0.392 -1.475 3.256 0.200 0.148 0.544 -0.966
H -0.147 -1.837 3.976 0.121 -0.066 -0.269 0.496
H 1.211 -1.178 3.680 -0.213 -0.079 -0.094 0.486
```
Forces are in eV/Å.

Values from the calculation:
LUMO   -0.351 eV
HOMO-LUMO gap   10.1 eV
Total charge   0
Energy above the lowest of the compared OMol25 structures with the same formula, charge and spin   119.5 kJ/mol

***

(2)
C15H35BFN3O3 | wB97M-V/def2-TZVPD

```
58
Properties=species:S:1:pos:R:3:forces:R:3:nbo_charge:R:1
C 2.430 0.831 -0.454 -0.495 0.966 0.165 -0.621
C 0.982 0.351 -0.786 0.869 0.485 -0.959 -0.401
C 0.868 -1.114 -1.365 -1.075 -1.087 1.428 -0.613
C -0.389 -1.792 -0.649 -0.063 0.335 -0.129 -0.602
B 2.128 -2.059 -1.055 0.306 0.690 -1.154 0.757
C 3.572 -1.945 -1.779 0.364 0.201 1.108 -0.817
C 4.637 -2.167 -0.633 -1.794 0.403 -0.623 0.067
F 4.485 -3.482 -0.194 0.740 -0.029 -0.085 -0.377
H 3.099 0.877 -1.337 -0.320 -0.307 0.559 0.199
H 2.898 0.292 0.396 -0.194 0.033 -0.628 0.195
H 2.344 1.889 -0.111 0.126 -0.601 -0.128 0.208
H 0.607 1.035 -1.583 0.138 -0.321 0.544 0.198
H 0.344 0.535 0.105 0.565 -0.626 -0.789 0.256
H 0.635 -1.146 -2.453 0.475 0.471 0.503 0.230
H -0.993 -2.405 -1.347 0.459 0.057 0.363 0.194
H -1.072 -1.031 -0.227 0.341 -0.340 -0.327 0.224
H -0.051 -2.405 0.211 -0.331 0.236 -0.556 0.204
H 2.026 -2.915 -0.231 0.018 0.044 0.065 -0.101
H 3.728 -2.707 -2.569 -0.105 0.333 0.328 0.236
H 3.757 -0.936 -2.194 -0.166 -0.570 -0.109 0.223
H 5.667 -1.941 -0.946 -0.274 -0.367 0.261 0.168
H 4.306 -1.535 0.215 0.684 -0.134 -0.281 0.157
C -1.619 1.362 1.959 -0.050 0.231 0.272 0.535
O -0.898 0.439 1.629 -0.112 0.037 0.408 -0.644
N -1.378 2.202 2.988 -0.243 -0.114 -0.304 -0.427
C -2.284 3.285 3.327 0.348 -0.165 0.089 -0.394
C -0.175 2.012 3.778 0.005 -0.203 -0.194 -0.417
H -2.555 1.591 1.425 -0.042 0.046 0.007 0.109
H -1.756 4.236 3.254 -0.204 0.081 0.065 0.209
H -2.643 3.147 4.349 -0.077 0.152 -0.030 0.191
H -3.136 3.301 2.651 0.060 -0.011 0.001 0.215
H 0.701 2.096 3.132 0.053 -0.038 0.119 0.214
H -0.184 1.015 4.221 0.122 0.044 0.024 0.214
H -0.121 2.761 4.565 -0.082 0.017 -0.061 0.205
C 4.029 -3.172 -6.216 0.039 -0.222 0.143 0.529
O 3.646 -2.520 -7.163 -0.108 -0.046 -0.174 -0.619
N 3.839 -4.506 -6.061 0.161 0.306 0.190 -0.433
C 4.326 -5.227 -4.902 -0.191 -0.044 -0.321 -0.399
C 3.123 -5.232 -7.094 0.009 0.267 -0.081 -0.417
H 4.581 -2.713 -5.380 0.031 -0.065 0.092 0.104
H 5.022 -6.003 -5.229 0.012 -0.048 0.191 0.195
H 3.482 -5.688 -4.384 0.138 -0.068 0.127 0.197
H 4.841 -4.556 -4.216 -0.032 0.031 -0.065 0.212
H 3.650 -5.127 -8.044 -0.114 -0.062 -0.035 0.214
H 2.121 -4.813 -7.206 0.008 -0.088 -0.102 0.214
H 3.050 -6.285 -6.831 0.046 0.051 0.068 0.203
C -4.975 4.995 4.800 -0.278 -0.082 0.094 0.529
O -4.244 5.431 3.935 0.002 0.029 -0.193 -0.630
N -6.175 4.410 4.577 0.243 0.066 0.274 -0.430
C -6.999 3.910 5.661 -0.038 0.005 -0.309 -0.399
C -6.648 4.280 3.211 0.237 0.146 -0.015 -0.416
H -4.710 5.044 5.868 -0.047 -0.025 0.064 0.108
H -7.162 2.838 5.527 -0.090 0.013 0.139 0.197
H -7.961 4.426 5.652 -0.034 -0.095 0.132 0.198
H -6.514 4.078 6.621 0.037 0.025 -0.065 0.213
H -5.934 3.691 2.632 -0.097 0.035 -0.094 0.210
H -6.727 5.270 2.758 -0.021 -0.085 -0.100 0.217
H -7.620 3.792 3.194 0.040 0.005 0.087 0.207
```
Forces are in eV/Å.

Values from the calculation:
LUMO   0.475 eV
HOMO-LUMO gap   9.7 eV
Total charge   0